Below is a structure of composition C6H12O in a non-equilibrium geometry, with properties calculated with wB97M-V/def2-TZVPD.

Computed properties:
Frontier orbital gap = 0.3141 Ha
Lowest unoccupied orbital energy = 1.07 eV
Net charge = 0
HOMO level = -7.473 eV
Molecular weight = 100.16 u
Relative energy (zero: lowest compared OMol25 entry of this formula, charge and spin) = 82.5 kcal/mol

Each line ends with the Mulliken charge.
Positions of all 19 atoms, in Å:
C (2.62, -0.76, 0.05)  -0.75
O (1.23, -1.00, 0.04)  -0.30
C (0.43, -0.06, 0.58)  -0.41
C (-0.12, 1.54, -0.42)  -1.00
C (-1.41, 1.19, 0.29)  -0.52
C (-1.05, -0.28, 0.59)  0.53
C (-1.50, -1.23, -0.53)  -1.36
H (2.97, -0.45, 1.04)  0.32
H (2.87, 0.03, -0.68)  0.30
H (3.09, -1.69, -0.25)  0.25
H (0.82, 0.89, 0.96)  0.36
H (0.25, 2.58, -0.27)  0.36
H (-0.06, 1.25, -1.46)  0.31
H (-2.33, 1.32, -0.29)  0.33
H (-1.51, 1.76, 1.22)  0.26
H (-1.43, -0.66, 1.54)  0.31
H (-2.59, -1.29, -0.54)  0.39
H (-1.17, -0.89, -1.52)  0.28
H (-1.10, -2.24, -0.37)  0.33

Below is a structure of composition C29H21ClGdN5O2S7 in a non-equilibrium geometry, with properties calculated with wB97M-V/def2-TZVPD.

Computed properties:
Frontier orbital gap (spin up / spin down) = 0.1489 / 0.1249 Ha
Lowest unoccupied orbital energy (spin up / spin down) = 3.77 / 2.24 eV
2S+1 = 8
Net charge = -2
HOMO level (spin up / spin down) = -0.285 / -1.160 eV
Molecular weight = 888.69 u
Relative energy (zero: lowest compared OMol25 entry of this formula, charge and spin) = 8.1 kcal/mol

Each line ends with the Mulliken charge.
Positions of all 66 atoms, in Å:
Gd (-0.65, -0.55, -0.61)  -0.06
Cl (-3.19, 6.38, -2.42)  -0.30
C (-2.53, 4.85, -2.38)  0.41
C (-2.37, 4.08, -3.56)  -0.78
C (-1.85, 2.79, -3.36)  -0.52
C (-1.59, 2.20, -2.07)  0.33
O (-1.32, 0.93, -2.03)  -0.05
C (-1.85, 2.98, -0.90)  0.69
C (-1.84, 2.55, 0.48)  -0.63
N (-1.64, 1.29, 0.86)  0.17
C (-1.76, 0.94, 2.20)  0.24
C (-1.74, 1.79, 3.30)  -0.50
C (-2.04, 1.38, 4.63)  -0.86
C (-2.50, 0.09, 4.83)  -0.80
C (-2.49, -0.87, 3.79)  0.99
C (-2.94, -2.23, 4.01)  -0.75
C (-2.93, -3.06, 2.91)  -0.83
C (-2.37, -2.65, 1.68)  0.04
N (-2.01, -1.39, 1.50)  0.27
C (-2.03, -0.48, 2.49)  0.62
C (-2.27, 4.27, -1.12)  -1.26
H (-2.55, 4.52, -4.54)  0.37
H (-1.68, 2.17, -4.22)  0.50
H (-2.11, 3.32, 1.17)  0.21
H (-1.37, 2.86, 3.18)  0.18
H (-1.98, 2.08, 5.47)  0.36
H (-2.76, -0.17, 5.86)  0.26
H (-3.26, -2.58, 4.99)  0.38
H (-3.21, -4.11, 3.00)  0.36
H (-2.17, -3.41, 0.87)  0.08
H (-2.39, 4.95, -0.28)  0.31
S (1.22, -0.88, -3.10)  -0.21
C (1.43, 0.78, -3.24)  0.38
C (1.05, 1.34, -4.48)  -0.23
N (0.60, 1.82, -5.45)  -0.62
C (1.90, 1.67, -2.26)  1.13
S (1.67, 1.48, -0.63)  -0.21
C (2.58, 2.83, -2.86)  -0.13
N (3.17, 3.74, -3.34)  -0.63
S (-4.11, -7.04, -3.40)  -0.40
C (-3.33, -5.76, -2.82)  0.13
S (-4.08, -4.18, -3.01)  -0.15
C (-2.78, -3.17, -2.22)  0.16
C (-1.64, -3.99, -1.84)  -0.12
S (-0.15, -3.46, -1.20)  -0.47
S (-1.89, -5.75, -1.85)  -0.12
S (-3.14, -1.52, -1.86)  -0.35
O (1.08, -1.24, 0.79)  -0.24
C (2.36, -1.33, 0.80)  0.57
C (3.11, -1.32, 2.12)  -1.09
C (4.33, -0.35, 2.15)  -0.78
C (4.61, 0.64, 0.98)  -0.29
C (4.95, 0.04, -0.42)  -0.25
C (4.49, -1.46, -0.55)  -0.81
N (3.04, -1.61, -0.34)  0.36
H (3.43, -2.33, 2.36)  0.29
H (2.35, -1.09, 2.82)  0.43
H (5.22, -0.90, 2.38)  0.39
H (4.11, 0.33, 3.01)  0.36
H (5.44, 1.28, 1.25)  0.52
H (3.69, 1.25, 0.83)  -0.07
H (6.05, 0.04, -0.58)  0.40
H (4.50, 0.66, -1.20)  0.02
H (5.00, -2.08, 0.20)  0.33
H (4.64, -1.81, -1.59)  0.45
H (2.46, -1.52, -1.16)  -0.19

What did the first record say?
Below is a structure of composition C6H12O in a non-equilibrium geometry, with properties calculated with wB97M-V/def2-TZVPD.

Computed properties:
Frontier orbital gap = 0.3141 Ha
Lowest unoccupied orbital energy = 1.07 eV
Net charge = 0
HOMO level = -7.473 eV
Molecular weight = 100.16 u
Relative energy (zero: lowest compared OMol25 entry of this formula, charge and spin) = 82.5 kcal/mol

Each line ends with the Mulliken charge.
Positions of all 19 atoms, in Å:
C (2.62, -0.76, 0.05)  -0.75
O (1.23, -1.00, 0.04)  -0.30
C (0.43, -0.06, 0.58)  -0.41
C (-0.12, 1.54, -0.42)  -1.00
C (-1.41, 1.19, 0.29)  -0.52
C (-1.05, -0.28, 0.59)  0.53
C (-1.50, -1.23, -0.53)  -1.36
H (2.97, -0.45, 1.04)  0.32
H (2.87, 0.03, -0.68)  0.30
H (3.09, -1.69, -0.25)  0.25
H (0.82, 0.89, 0.96)  0.36
H (0.25, 2.58, -0.27)  0.36
H (-0.06, 1.25, -1.46)  0.31
H (-2.33, 1.32, -0.29)  0.33
H (-1.51, 1.76, 1.22)  0.26
H (-1.43, -0.66, 1.54)  0.31
H (-2.59, -1.29, -0.54)  0.39
H (-1.17, -0.89, -1.52)  0.28
H (-1.10, -2.24, -0.37)  0.33